Molecular formula: C26H34Cl2F18O12
Method: DFT, ωB97M-V/def2-TZVPD

Results
SMILES = CCOC(=O)C(F)(F)F.CCOC(=O)C(F)(F)F.CCOC(=O)C(F)(F)F.CCOC(=O)C(F)(F)F.CCOC(=O)C(F)(F)F.CCOC(=O)C(F)(F)F.ClCCCl
E_HOMO = -10.9 eV
LUMO level = 0.1 eV
Total charge = 0
HOMO-LUMO gap = 11.02 eV
Energy above the lowest of the compared OMol25 structures with the same formula, charge and spin = 354.1 kJ/mol

XYZ file:
```
92
C26H34Cl2F18O12 (ωB97M-V/def2-TZVPD)
C 0.3656 -4.5007 1.8105
C 1.8182 -4.8329 1.6295
O 2.2518 -5.7801 2.5321
C 2.5561 -5.4936 3.7913
O 2.5292 -4.3791 4.2488
C 3.0534 -6.7352 4.6001
F 2.0596 -7.3896 5.2602
F 3.5583 -7.7160 3.8210
F 4.0137 -6.3083 5.5077
H 0.0554 -3.7364 1.0980
H 0.1026 -4.2234 2.8313
H -0.0381 -5.4621 1.4927
H 2.3255 -3.8911 1.8386
H 1.8953 -5.0725 0.5690
C -0.3049 3.5460 0.6242
C -1.7440 3.6539 1.2478
O -2.6200 4.3977 0.3654
C -2.6217 5.7362 0.2933
O -1.7893 6.4832 0.7651
C -3.8651 6.3145 -0.4916
F -3.5136 6.8247 -1.6587
F -4.8105 5.4288 -0.7134
F -4.3806 7.2307 0.2206
H -0.1868 3.2269 -0.4113
H 0.4623 3.0143 1.1870
H 0.1163 4.5353 0.4460
H -1.7298 3.8952 2.3107
H -2.0885 2.6221 1.1780
C 0.6607 -0.8376 4.1792
C 1.7043 -0.9667 3.1874
O 3.0002 -0.3071 3.3814
C 3.1205 1.0715 3.2454
O 2.1765 1.8263 2.8469
C 4.5215 1.6395 3.4550
F 5.2677 1.3377 2.3797
F 4.4816 2.9557 3.6397
F 5.1034 1.0984 4.5974
H 1.0976 -1.0487 5.1553
H -0.2083 -1.4614 3.9698
H 0.3084 0.1911 4.1045
H 1.3991 -0.6018 2.2067
H 1.8978 -2.0257 3.0169
C 3.8203 -7.5562 -1.2675
C 4.5687 -6.3052 -0.7684
O 4.2451 -5.1871 -1.5639
C 5.0360 -4.1425 -1.8444
O 6.2046 -4.0163 -1.3974
C 4.4021 -3.0184 -2.6586
F 4.8774 -3.1342 -3.9468
F 3.1016 -3.0810 -2.7581
F 4.6512 -1.7977 -2.1092
H 4.1697 -8.3942 -0.6644
H 3.9627 -7.7685 -2.3271
H 2.7312 -7.5197 -1.2410
H 5.6467 -6.3989 -0.9001
H 4.2813 -6.1772 0.2752
C -1.3570 3.1498 -3.4865
C -0.2404 3.1479 -4.5099
O -0.5559 4.1127 -5.6088
C 0.3584 4.7865 -6.2792
O 1.5516 4.6119 -6.1707
C -0.1452 5.7943 -7.2931
F -1.4795 5.7122 -7.5182
F 0.0658 7.0174 -6.8412
F 0.5528 5.6576 -8.3979
H -2.0650 3.9740 -3.5734
H -0.9349 3.3669 -2.5052
H -1.9344 2.2402 -3.3213
H -0.3097 2.1752 -4.9968
H 0.7497 3.3706 -4.1121
C -7.8215 1.1667 1.8721
C -7.5382 2.4975 1.2402
O -6.6796 2.2794 0.0884
C -5.3415 1.9992 0.2040
O -4.6329 2.1932 1.1952
C -4.7128 1.7102 -1.1964
F -5.7280 1.3118 -2.0098
F -4.0566 2.8244 -1.5938
F -3.8738 0.6874 -1.1667
H -6.9640 0.8883 2.4847
H -7.8411 0.4018 1.0958
H -8.7388 1.0286 2.4445
H -7.0990 3.1644 1.9820
H -8.4576 2.9579 0.8785
Cl -1.1064 -0.0346 0.9186
C -0.4241 -0.0678 -0.7256
C 0.7670 -0.9956 -0.8466
Cl 2.2675 -0.1510 -0.2255
H -0.3309 0.9038 -1.2108
H -1.2741 -0.5373 -1.2207
H 0.9759 -1.1861 -1.8993
H 0.6538 -1.9213 -0.2824
```